Molecular formula: C23H49MnNO2P2
Method: DFT, ωB97M-V/def2-TZVPD

Results
Maximum force, hartree/bohr: 0.1890
E, eV: -80083.679
<S²>: 3.950
Frontier orbital gap (alpha / beta), eV: 6.01 / 6.28
E_HOMO (alpha / beta), eV: -20.8 / -20.8

ORCA input file:
```
! wB97M-V def2-TZVPD RIJCOSX def2/J DEFGRID3
* xyz 4 4
C -2.3957 -1.4949 -3.7268
C 0.5199 1.4635 0.4156
H 1.8857 0.4619 3.8971
H -3.7075 -0.0004 3.9661
H -4.7152 -0.3849 0.9242
H -4.5343 3.1496 -3.5241
H -5.1803 -1.1331 -1.3978
C 6.0764 -0.4989 0.4781
C -2.0414 2.0750 -3.4629
H 6.4217 0.5389 0.5045
H -2.2831 1.5790 5.1977
H -1.0537 0.3394 5.5555
H -2.2844 -2.3832 -3.0812
H -1.3336 -2.6286 1.9642
H -2.1845 -0.2345 -1.8103
H 4.3479 -2.5859 1.9935
H -2.6645 -2.5288 -5.6065
H -1.0471 -0.0018 -4.5764
H -3.6820 -3.0777 -1.4557
H -4.6090 0.9791 -0.1810
H -2.4599 -2.2601 -0.4273
H 3.4360 3.6698 2.8367
H -3.1150 -0.9531 5.3359
H -1.1142 1.7176 -2.9960
H 1.0724 -0.7040 2.8503
C 1.0130 -0.9488 -0.1594
H -5.4568 1.7844 -2.8672
C 3.4942 2.8672 0.2556
C 1.9487 -0.5470 3.4912
H -2.0520 1.7939 -4.5249
H -0.3778 -0.8480 -3.1553
C -3.2969 1.5583 -2.7557
H 4.8881 -0.7829 -2.0284
O 0.1306 -1.6691 0.1849
H 2.5791 -2.6800 1.8430
C -3.2188 -1.8338 -4.9656
C 3.8372 2.0145 1.4962
C 4.6027 -0.6135 0.0787
H 6.2781 -0.9703 1.4435
C 4.3046 -0.1467 -1.3497
H 2.4092 2.8047 0.0044
H -4.0501 -2.6947 0.2325
H 3.3800 -2.8731 3.4148
H 4.6299 0.8853 -1.5293
H 4.3399 -1.6825 0.1448
C -4.5670 2.0561 -3.4417
C -3.5432 -2.3326 -0.6709
H -0.4757 -1.6632 -4.7296
H 1.8668 -1.2278 4.3510
C -2.7886 -0.4054 4.4335
P -3.3243 -0.3071 -2.5954
H -1.1705 1.0320 3.9327
H 4.9271 2.0003 1.6515
Mn 1.9363 0.5871 -0.2794
P 3.4000 0.2060 1.2340
H 6.6893 -1.0330 -0.2574
C 3.1624 2.6113 2.7444
H -4.1544 -2.3156 -4.6771
C -1.7646 0.7057 4.8036
O -0.5679 1.5459 0.8652
C 3.4027 -2.3191 2.4713
C -0.9964 -0.9650 -4.0570
C -4.1262 0.0354 0.0861
H 3.4660 2.1300 3.6762
H 3.7255 3.9114 0.4907
H -3.2629 1.8758 -1.6976
N -1.7302 -2.0723 2.7194
H -3.4316 -0.9307 -5.5502
C 3.2571 -0.8213 2.7502
H 3.2130 -0.2496 -1.5947
H -3.1168 0.2661 0.4612
H -2.0230 3.1751 -3.4371
C -2.2277 -1.3694 3.5102
H 4.0803 2.6047 -0.6328
H -4.6246 1.6354 -4.4541
H 4.1065 -0.4854 3.3677
C -4.1398 -0.9781 -1.0728
H 2.0651 2.5757 2.6714
*
```

=====

Molecular formula: C23H49N2O2P3W
Method: DFT, ωB97M-V/def2-TZVPD

Results
Maximum force, hartree/bohr: 0.0732
E, eV: -61367.231
<S²>: 2.138
Frontier orbital gap (alpha / beta), eV: 5.19 / 5.31
E_HOMO (alpha / beta), eV: -19.6 / -19.6

ORCA input file:
```
! wB97M-V def2-TZVPD RIJCOSX def2/J DEFGRID3
* xyz 4 3
C -0.3818 3.3620 4.9099
H 0.1740 -1.1040 -4.6896
C 2.2089 -4.5716 -1.4274
C -0.5040 2.9630 -3.2521
H 4.4043 -2.8001 -2.8844
H 1.1998 -4.9721 -1.2378
H -0.7717 2.8539 -4.3017
C -0.3541 -0.4978 -3.9434
H 3.7924 -1.1757 -2.4678
H -3.3459 -1.4406 0.5299
H -2.1062 4.6068 4.6019
H -0.9756 -3.6323 1.5486
H 3.8201 -0.0969 1.9613
H 0.4130 4.8604 3.5981
H -0.0791 4.0109 5.7389
H 0.7006 -3.2680 -4.1371
H 2.2773 -2.5045 -4.5445
O -1.9067 2.1166 1.3653
H -1.7858 -3.1553 -2.5648
H -0.1535 -4.3588 0.1078
H -1.7382 2.0567 -1.5815
H 1.3087 0.1301 3.1253
C -3.6580 2.5011 3.3172
H -4.1717 2.5734 4.2882
N -2.2593 2.8107 3.4996
H 1.3127 2.3779 1.2772
H 1.1934 4.1605 1.2356
O -3.5274 1.1003 -3.2854
H -2.4486 3.1240 5.5249
H -4.1396 3.1912 2.6004
C 1.7793 -3.2690 -3.9247
C -2.3903 0.6380 -3.1142
H 0.9898 3.2963 -1.7568
H 2.1678 -4.2740 -4.1673
H -2.0623 -0.2908 0.9751
H 0.2774 1.2956 -1.0523
H 2.8096 -3.1758 1.0006
H 1.4485 -3.0665 2.1665
H 0.0625 0.5707 1.9169
C -1.0428 -3.8133 0.4615
C 0.6114 3.2295 1.2886
C -1.8689 3.5299 4.6866
H 2.9667 1.1866 1.0488
W 0.7302 -1.2199 -1.1960
C 3.7881 -2.2318 -2.1740
C 0.3775 3.7638 3.6719
C 0.7541 2.9295 -2.7727
C 2.3061 -2.5226 1.7321
H -1.3270 3.4157 -2.6714
H -2.1823 -0.2748 -5.1082
H -2.2126 -1.8746 1.8199
H 4.2467 -2.3244 -1.1829
H -0.0149 3.1584 0.3936
H -3.7677 1.4809 2.9217
H 0.0296 -1.0310 2.7156
H -3.1077 -3.3162 -1.3778
H 1.2975 0.7133 -3.1021
C -2.3382 -2.6331 -1.7705
H -2.6234 0.8056 -1.0445
C 3.2534 0.1228 1.0385
H 1.5905 2.8717 -3.4920
C -2.2978 -1.3566 0.8488
H 3.0166 -2.3130 2.5537
P -1.2167 -2.1881 -0.3913
H -2.8144 -1.7393 -2.2009
N -0.1992 3.2010 2.4778
H 1.4142 3.4241 3.7453
C -1.4750 2.6821 2.3781
C 0.4581 0.0313 -2.8387
H 2.7209 -5.2169 -2.1595
C -1.7709 0.9661 -1.7601
C -0.3488 0.5337 -1.5574
H -1.9582 -4.4017 0.2566
H 3.8975 -0.0803 0.1691
H 2.8002 -4.5564 -0.5020
P 1.7630 -0.9337 0.9614
P 2.0952 -2.8897 -2.1794
C -1.6685 -0.1442 -4.1256
H -0.1505 2.3232 5.1869
C 0.6881 -0.2539 2.2944
*
```

=====

Molecular formula: C23H49N4P3RuSe
Method: DFT, ωB97M-V/def2-TZVPD

Results
Maximum force, hartree/bohr: 0.0689
E, eV: -126357.306
<S²>: 6.035
Frontier orbital gap (alpha / beta), eV: 8.27 / 5.17
E_HOMO (alpha / beta), eV: -19.5 / -20.1

ORCA input file:
```
! wB97M-V def2-TZVPD RIJCOSX def2/J DEFGRID3
* xyz 4 5
H -1.2058 -0.2679 2.2862
H 3.5279 2.8878 -0.0137
P 1.5192 -1.1731 -1.7553
H -3.4247 0.3136 -0.1736
H 2.0449 0.6520 2.6450
H -2.3819 1.4311 -3.9621
C 3.3594 -1.0419 -1.8055
H 1.2502 0.4219 -3.6703
H 0.3367 -1.8739 4.6848
H -3.0493 -1.7449 -2.4997
H -2.8150 1.5313 2.1726
C 0.7920 -2.4100 2.1054
H 0.3803 -3.3190 -2.1852
H 3.7150 -1.6151 -2.6742
H 0.7886 2.8422 -2.5217
C -1.8072 1.6754 1.7759
C 1.3786 -2.1129 4.4142
C 1.1347 -0.6551 -3.4929
H -6.7083 4.1992 -0.6514
H -1.4468 2.7000 1.6557
H -1.3413 -1.9035 -2.9309
H -1.7555 -3.1558 1.0110
H -2.6359 -3.5195 -0.4822
H -2.7075 2.5375 -0.6074
H 1.0855 4.1087 0.3460
C -3.4813 3.0863 -2.5660
H 3.2353 -3.8162 3.8737
C 3.0644 1.9596 0.3396
H 3.8154 -1.4923 -0.9206
H -2.0658 -0.2841 -2.7527
C 1.4979 -0.2623 2.9028
H -4.0473 -1.3906 -0.2994
P -1.6542 -1.2736 -0.5919
H 4.0066 -0.2707 3.3867
H 0.1301 0.9020 1.4041
C -1.7210 -3.0563 -0.0832
N 1.3833 -3.0476 3.2627
H 2.1094 -3.3107 -2.6897
Se -1.8451 2.7069 -3.4974
H 0.4833 -0.0167 3.2029
H 3.7016 1.1227 0.0431
C -3.5329 2.9874 -1.1626
C 2.8997 -1.5465 1.4447
H 3.4462 -0.6523 1.1586
H 3.7254 -0.0103 -1.8830
N 3.5378 -2.1456 2.5902
H 1.8030 -1.2011 -4.1834
H 0.8548 -3.0774 1.2413
Ru 0.3438 -0.2401 -0.1018
H -6.6685 4.1462 -3.1497
C 0.5009 3.1815 0.3519
H 1.8867 -2.6067 5.2510
C 3.5113 -1.1961 3.7033
P 1.4074 1.8236 -0.4650
H 4.0205 -1.5968 4.5813
H 2.8221 -4.0825 2.1252
N 1.4652 -1.1404 1.6993
H 2.4180 3.3578 -1.9753
H -4.6506 3.2794 -4.3719
C 1.7353 2.5136 -2.0856
C -4.6649 3.4475 -0.4688
H -0.8542 -3.6215 -0.4479
H 0.2933 2.9385 1.3962
H -0.2530 -2.1865 2.3055
H -3.2322 -0.8200 1.2193
C -3.2587 -0.7352 0.1203
C -4.6484 3.3947 -3.2812
H 1.6867 -3.4563 -0.9556
C -0.9906 0.5943 1.6399
H -0.4432 3.3504 -0.1819
H 2.2123 1.7893 -2.7366
H -4.6842 3.4655 0.6350
C -2.0597 -1.3070 -2.3690
N 2.1279 -0.8737 4.0799
C 2.7940 -3.3802 2.9674
H 0.0992 -0.8993 -3.7546
C -5.8007 3.8789 -1.1857
H 2.8962 -2.2745 0.6344
H 2.9922 1.9959 1.4347
C 1.3972 -2.9940 -1.9106
C -5.7817 3.8348 -2.5943
*
```

=====

Q: Which formula does entry 2 have?
A: C23H49N2O2P3W

=====

Q: Which of these has the lowest <S²>?
A: C23H49N2O2P3W

=====

Q: Among the records above, which one has the lowest E?
A: C23H49N4P3RuSe